[1]
101
Properties=species:S:1:pos:R:3:forces:R:3 method="wB97M-V/def2-TZVPD" e_above_lowest_ev=8.827 gap_ev="6.11 / 3.59" homo_ev="-3.60 / -3.28" energy_ev=-84535.4841 total_charge=-1 spin_multiplicity=4 s_squared=3.767
Be -0.6731 -0.0926 1.3309 -0.91 0.43 -3.88
P -2.4501 -0.2556 2.5343 -8.07 0.51 -1.65
O -1.1581 -1.1680 2.8443 -1.54 2.41 0.08
O -3.6701 -0.3645 3.5189 3.92 0.09 -2.14
O -2.6584 -0.5567 0.9859 0.07 -0.42 5.02
O -1.6701 1.0954 2.4438 -1.74 -1.73 -0.40
C -1.4229 -3.4737 0.6728 -0.43 -0.29 0.30
C 0.0523 -3.4457 1.0804 0.51 0.85 -0.33
C 0.6908 -4.8428 1.0382 -1.07 -0.39 0.56
C 0.9774 -5.3705 -0.3497 0.28 -0.75 1.62
C 1.9974 -4.5049 -0.9713 -0.55 1.00 -1.23
C 1.4653 -3.0338 -1.0563 0.10 -0.76 0.33
N 1.0175 -2.5893 0.3300 -1.05 2.71 -0.63
O 0.6665 -1.1324 0.3987 1.08 -6.73 -1.45
C 2.6629 -2.2993 -1.5446 0.83 2.65 -0.60
C 0.3963 -2.8649 -2.1223 -0.10 -1.14 0.62
C 0.0402 -2.9324 2.5190 2.97 -6.90 -0.28
H -1.7540 -3.6232 -0.3549 0.92 -0.77 0.93
H -1.9216 -2.5528 0.9747 0.08 0.13 -0.17
H -1.8879 -4.2645 1.2614 -0.03 -0.16 0.20
H 1.5929 -4.8843 1.6487 0.05 0.09 0.08
H -0.0666 -5.5107 1.4485 0.12 -0.09 0.54
H 0.0276 -5.4684 -0.8754 0.20 0.24 -0.47
H 1.3726 -6.3765 -0.2088 -0.06 -0.27 -0.16
H 2.2106 -4.9103 -1.9604 -0.18 0.51 -0.53
H 3.0041 -4.4415 -0.5583 -0.25 -0.43 0.96
H 2.3850 -1.2931 -1.8582 -0.31 0.26 0.00
H 3.4945 -2.0792 -0.8752 -0.09 -0.66 0.53
H 3.0768 -2.7141 -2.4637 -0.10 -0.50 0.11
H -0.0081 -1.8546 -2.1843 1.38 -1.24 1.54
H 0.7727 -3.2219 -3.0809 0.26 0.38 -0.22
H -0.4931 -3.4759 -1.9686 0.52 -0.30 0.13
H 1.0470 -2.8677 2.9318 0.00 -0.01 -0.21
H -0.3637 -3.7130 3.1638 -1.09 0.25 -0.06
H -0.3208 -1.9244 2.7231 -0.56 0.44 -0.29
C -2.6864 -2.2446 -1.6650 -0.18 1.15 -0.31
C -2.4414 -0.8324 -2.2684 0.11 1.33 -0.27
C -3.7797 -0.3321 -2.9744 0.12 -1.51 0.89
C -3.8393 1.1141 -3.2532 1.25 1.20 -0.56
C -3.5107 1.9338 -1.9990 -0.72 -1.69 -1.14
C -2.1490 1.5377 -1.3673 -0.88 1.77 -2.05
N -2.0838 0.1049 -1.1573 0.33 -0.08 -1.23
O -0.8254 -0.1824 -0.5401 -1.43 0.71 -1.44
C -1.0443 2.2220 -2.2449 -0.52 -2.32 -3.11
C -2.1572 2.2957 -0.0966 -1.02 -1.63 0.20
C -1.3774 -0.9671 -3.4217 -0.57 0.13 -0.52
H -3.2742 -2.8283 -2.3735 0.02 -0.19 -0.13
H -3.2335 -2.1374 -0.7284 -0.14 0.18 -0.14
H -1.7644 -2.7675 -1.4110 -0.94 1.13 -1.00
H -3.8926 -0.9261 -3.8813 0.13 -0.04 -0.24
H -4.6825 -0.5670 -2.4106 0.18 -0.37 0.66
H -4.7862 1.4402 -3.6835 -0.22 -0.17 0.04
H -3.0863 1.3205 -4.0138 0.13 0.30 -0.27
H -4.3198 1.6431 -1.3290 0.06 0.38 0.60
H -3.6211 2.9761 -2.2983 0.41 0.22 0.55
H -0.0608 2.1832 -1.7767 -0.25 -1.91 -2.11
H -1.0617 1.7834 -3.2427 0.34 -0.79 -0.03
H -1.2014 3.2499 -2.5718 -0.42 0.36 0.80
H -2.9002 1.7881 0.5186 -0.02 0.33 0.32
H -1.2080 2.2743 0.4389 -1.22 -1.89 -2.94
H -2.4141 3.3460 -0.2344 -0.04 0.01 -0.14
H -1.7877 -1.7424 -4.0687 0.31 -0.64 0.02
H -0.3824 -1.2422 -3.0715 -1.30 1.16 -1.42
H -1.2112 -0.1769 -4.1538 -0.47 0.76 0.48
C 3.3145 1.8545 -0.8598 -0.88 0.83 0.41
C 2.9062 2.0235 0.6575 1.20 -0.92 -0.78
C 3.6230 3.2121 1.3059 -1.09 2.07 -1.14
C 2.9786 4.5941 0.8531 -0.10 -1.29 0.68
C 1.4941 4.5644 1.3519 2.55 1.75 -0.35
C 0.6937 3.4359 0.8320 -1.87 -0.05 -0.25
N 1.4156 2.1405 0.9214 -1.47 -3.36 -1.75
O 0.6457 0.9606 0.6929 3.27 6.02 1.17
C -0.5705 3.4058 1.7005 0.16 -0.15 2.39
C 0.1945 3.7451 -0.6004 1.38 0.50 1.78
C 3.5358 0.7922 1.3436 -0.34 -0.37 0.68
H 4.3875 2.0072 -0.9756 0.12 -0.32 0.33
H 2.8859 2.6228 -1.5034 -0.34 -0.04 0.00
H 3.0210 0.8733 -1.2328 -0.02 0.06 0.09
H 3.4858 3.1201 2.3834 0.61 0.16 -0.13
H 4.6673 3.2107 0.9935 0.06 -0.31 0.31
H 3.0980 4.7524 -0.2187 -0.44 -0.47 -0.31
H 3.5302 5.4592 1.2210 -0.05 -0.10 0.68
H 1.0320 5.4871 1.0009 -0.27 -0.01 0.11
H 1.5001 4.6125 2.4408 0.00 -0.12 -0.01
H -1.3731 2.7545 1.3542 0.96 1.94 2.46
H -0.3436 2.9373 2.6581 -0.10 1.05 -0.14
H -1.0246 4.3822 1.8692 0.45 0.32 -0.14
H -0.4343 2.9268 -0.9514 1.11 2.56 2.11
H -0.3567 4.6840 -0.5468 -0.02 0.03 -0.09
H 1.0656 3.8561 -1.2461 -0.10 0.07 -0.40
H 3.0343 -0.1528 1.1349 0.62 0.89 -1.03
H 3.4165 0.8952 2.4222 0.14 0.04 -0.20
H 4.5988 0.5826 1.2239 0.22 0.84 -0.79
Cl 1.7427 -0.8770 2.4197 0.90 0.21 2.45
C 0.8918 -0.3933 3.8605 1.15 1.68 1.98
C 0.3856 1.0915 3.7280 0.95 -2.66 1.22
Cl 1.6431 2.2321 3.4511 1.60 0.46 2.13
H 1.6418 -0.4640 4.6483 -0.13 0.03 0.28
H 0.0630 -1.0871 4.0014 0.93 0.84 1.07
H -0.1318 1.3862 4.6410 -0.15 -0.11 -0.13
H -0.3076 1.1130 2.8871 0.76 0.60 0.94


[2]
120
Properties=species:S:1:pos:R:3:forces:R:3 method="wB97M-V/def2-TZVPD" e_above_lowest_ev=0.000 gap_ev=7.46 homo_ev=-7.71 energy_ev=-123811.1155 total_charge=0
C 1.6006 -0.1059 2.7982 1.15 0.54 1.95
N 1.8756 0.0291 1.3452 0.37 -2.48 0.49
C 1.9276 1.4791 1.0082 -3.53 0.67 -1.67
C 3.1846 -0.6269 1.0582 0.33 2.88 1.45
C 0.8236 -0.8199 0.4862 0.20 3.29 -0.67
C -0.5924 -0.3959 0.7922 -1.16 0.17 -0.30
O -1.4314 -1.0809 -0.1898 3.65 -0.43 0.03
H 0.6956 0.3851 3.1612 -0.20 -0.48 -0.55
H 2.3726 0.3061 3.4772 0.14 1.26 -1.17
H 1.8376 -1.0759 3.1732 -1.17 -1.56 -0.46
H 1.7986 1.4391 -0.0768 0.60 0.52 -0.18
H 2.8116 2.0621 1.3182 -0.57 -0.79 0.47
H 0.8696 1.9161 1.3132 2.62 -0.55 0.04
H 3.2766 -1.5969 0.8442 -1.26 -4.43 0.25
H 3.8986 -0.3809 1.7912 0.44 0.23 1.64
H 3.7436 -0.3549 0.2402 0.17 2.22 -2.74
H 0.8596 -1.8669 0.4932 0.88 -1.60 1.26
H 1.1496 -0.6069 -0.5318 -0.37 0.50 -0.18
H -0.7764 0.6851 0.6012 0.43 -0.60 0.67
H -0.8534 -0.7059 1.8512 0.04 0.55 -1.20
H -2.3004 -0.9219 0.0422 -2.97 0.45 0.89
N 1.9126 3.0521 4.3012 -0.88 -4.59 0.24
O 1.5856 2.5461 5.4262 1.09 1.66 -0.89
O 0.9786 3.4001 3.5472 0.07 1.59 -0.43
O 3.0506 2.7921 3.8032 -0.35 1.30 0.56
O 0.6846 -3.0429 -2.0178 -0.16 -0.11 -0.18
S 1.1066 -3.8949 -3.0928 0.34 -1.26 4.46
O 0.9796 -3.4789 -4.4028 -0.49 1.20 -3.94
O 2.6976 -4.1789 -2.8288 -1.53 -1.25 -0.10
C 3.4076 -2.9589 -2.7088 2.38 0.58 -0.97
C 4.8206 -3.1909 -2.2308 -1.23 -1.22 4.17
C 0.1976 -5.4779 -2.9228 0.25 0.85 3.36
H 3.0376 -2.3499 -1.9478 -1.46 1.08 0.83
H 3.4466 -2.4449 -3.6668 -0.42 0.15 -0.07
H 4.7266 -4.0149 -1.4198 -0.11 1.58 -0.38
H 5.3956 -2.3559 -1.7858 -0.95 -0.07 -0.31
H 5.4866 -3.7259 -2.7548 2.15 -1.47 -3.28
H 0.7656 -6.2439 -3.3098 1.18 -1.56 -1.78
H -0.7884 -5.3489 -3.4138 0.72 -0.01 0.56
H 0.2076 -5.8519 -1.7878 -0.61 1.52 -2.26
O 3.0976 -7.5419 5.1162 0.77 0.31 -0.93
S 2.5476 -7.7009 3.8062 0.95 2.25 1.84
O 1.2806 -8.2449 3.7492 -3.55 -2.16 -0.91
O 2.3826 -6.2219 3.1882 1.27 0.50 2.37
C 1.7106 -6.0149 1.9902 -0.30 -3.99 -3.65
C 1.5126 -4.5769 1.6142 0.19 -1.34 2.72
C 3.6486 -8.6079 2.8322 -5.39 -5.46 -3.97
H 0.7996 -6.6569 1.8922 0.05 0.96 0.84
H 2.3666 -6.6639 1.3452 -0.42 1.32 -0.89
H 0.9226 -4.2269 0.8262 -1.41 -0.26 -1.03
H 2.4146 -4.1199 1.5342 3.19 1.15 -0.88
H 1.2836 -4.1959 2.5842 -1.38 0.95 0.63
H 3.5076 -8.7629 1.6212 -0.37 0.82 3.19
H 3.7216 -9.7119 3.2182 -0.90 2.04 -0.37
H 4.5466 -8.3479 2.9322 7.28 2.94 0.99
O -0.6754 2.5061 -3.8638 0.82 0.48 -1.06
S -1.1764 2.3991 -2.5478 0.29 0.57 2.51
O -0.3094 2.3611 -1.3618 -1.36 -0.16 -1.85
O -2.2324 3.6621 -2.2748 -1.73 -3.72 -0.02
C -1.7824 4.9071 -2.6438 5.44 -1.35 -4.54
C -2.7144 5.9761 -2.7058 -4.54 -0.05 -1.73
C -2.2844 1.0301 -2.5988 -1.42 -0.70 0.33
H -1.4634 4.9001 -3.8218 0.17 -0.70 2.60
H -0.8534 4.8931 -2.0168 -0.47 1.99 -0.64
H -2.2734 6.8801 -3.0368 0.48 0.86 0.00
H -3.1434 6.0021 -1.7738 -1.39 1.22 2.43
H -3.6994 5.7881 -3.4518 2.85 0.13 1.69
H -3.1024 1.3881 -3.3858 1.50 -1.13 2.04
H -2.5944 0.8491 -1.5058 -0.14 0.29 -1.94
H -1.7634 0.0441 -2.9058 -0.50 2.01 0.29
C -4.5344 -2.4849 2.3912 -2.19 -0.86 -3.62
C -6.0154 -2.8319 1.9452 3.22 0.77 -0.28
O -6.0824 -2.3899 0.5552 -3.26 -3.11 2.23
C -5.1354 -1.5989 0.3552 2.77 3.09 -1.36
O -5.0654 -0.8279 -0.5608 0.35 0.19 -0.38
O -4.1744 -1.6629 1.2842 1.42 0.84 1.05
H -3.9734 -3.3519 2.3962 1.48 -1.92 -0.57
H -4.3804 -2.1319 3.3402 -0.12 2.10 2.05
H -6.5514 -2.1979 2.5612 -2.29 0.59 0.84
H -6.0634 -3.8719 2.0032 -1.23 -1.43 0.09
C -1.7554 4.6961 3.1582 -0.27 2.34 -2.38
C -1.5164 5.1161 1.6552 1.42 -4.69 2.32
O -2.7204 5.5871 1.2152 -1.07 0.29 -2.52
C -3.6434 5.6071 2.1722 -4.30 0.51 -1.90
O -4.8474 5.9091 1.9592 4.05 -0.78 0.83
O -3.1444 5.1271 3.2452 0.13 0.34 3.86
H -0.9454 5.0721 3.7922 -1.01 0.43 0.50
H -1.8784 3.6891 3.2942 0.47 -2.64 0.23
H -1.0044 4.1461 1.2792 -1.58 1.43 -0.79
H -0.8324 5.8481 1.5392 2.35 2.48 -0.13
C 3.5176 5.2901 -0.0068 -0.65 3.24 -0.94
C 2.0246 5.3701 0.3012 0.60 0.82 3.94
O 1.3796 5.0861 -0.8768 -1.91 1.01 0.03
C 2.2076 4.4751 -1.6338 0.70 -4.02 -5.30
O 1.8976 3.8451 -2.6648 1.20 2.26 2.96
O 3.4636 4.5291 -1.1408 0.47 -1.95 -2.35
H 4.2156 4.8961 0.6822 0.26 -0.53 1.02
H 3.8676 6.3371 -0.3338 -0.20 -1.27 0.69
H 1.8406 6.4181 0.5722 -0.59 -0.56 0.41
H 1.7136 4.6081 1.0692 0.18 0.98 -0.35
C 1.8106 -0.2499 -5.7388 0.35 0.66 4.22
C 0.4886 -0.2629 -5.1188 -3.84 -3.17 0.57
O 0.7076 -0.1169 -3.7268 0.44 1.57 1.14
C 2.0116 0.1141 -3.4748 -0.08 -0.98 5.08
O 2.4836 0.1671 -2.2868 -1.62 0.12 -4.81
O 2.6786 0.0471 -4.5788 1.62 0.00 -1.97
H 1.9556 0.4221 -6.4498 0.36 4.22 -2.46
H 2.1376 -1.0249 -6.2738 1.24 -4.28 -0.90
H -0.0484 -1.3159 -5.0168 1.08 1.93 -1.46
H -0.2204 0.4561 -5.5808 0.48 -0.11 0.86
C -5.2274 2.1681 1.3222 1.04 -1.20 -3.82
C -3.9924 2.4221 0.4632 1.73 2.00 -2.86
O -2.9674 1.7731 1.1482 0.49 -0.64 0.26
C -3.4664 1.3321 2.2812 7.47 -1.02 5.88
O -2.6374 0.9611 3.2062 -3.86 0.51 -3.77
O -4.7024 1.5821 2.5092 -2.98 0.51 -0.64
H -5.8334 1.5881 0.6112 -0.40 -0.87 1.45
H -5.5594 3.1321 1.2142 -1.95 2.36 2.19
H -3.6974 3.5931 0.3592 -0.76 -2.79 0.15
H -3.9294 1.9281 -0.5598 -0.97 1.10 1.08